Entry 1
An isolated ion of composition C8H11N2 and charge +1. Source: the Open Molecules 2025 dataset; level of theory: ωB97M-V/def2-TZVPD.

Multiplicity = 1
Lowest unoccupied orbital energy = -4.0119 eV
Charge = +1
SMILES = C1=C/C[NH2+]\C=N/C=C\C=C\1
Highest occupied orbital energy = -13.10 eV

CARTESIAN COORDINATES (ANGSTROEM)
C -1.946 -1.122 -0.019
C -2.056 0.182 -0.340
C -0.891 1.231 -0.358
N 0.253 1.237 0.652
C 1.707 1.485 -0.047
N 2.496 0.589 -0.220
C 2.660 -0.790 0.044
C 1.738 -1.727 -0.192
C 0.356 -1.280 -0.448
C -0.644 -1.724 0.267
H -2.918 -1.756 0.139
H -2.888 0.646 -0.694
H -0.366 1.119 -1.317
H -1.375 2.241 -0.369
H -0.103 1.962 1.235
H 0.393 0.433 1.206
H 1.692 2.583 -0.169
H 3.763 -1.038 0.066
H 1.971 -2.743 -0.028
H 0.239 -0.739 -1.354
H -0.468 -2.126 1.358

***

Entry 2
A 2-piece molecular cluster, C8H11N2 overall. Source: the Open Molecules 2025 dataset; level of theory: ωB97M-V/def2-TZVPD.

Multiplicity = 1
Lowest unoccupied orbital energy (spin up / spin down) = -5.8762 / -5.8570 eV
Charge = +1
Highest occupied orbital energy (spin up / spin down) = -13.05 / -12.72 eV

CARTESIAN COORDINATES (ANGSTROEM)
C -1.114 -2.851 0.714
C -0.243 -1.989 0.520
C -2.210 1.181 -0.764
C -1.717 0.708 -1.917
C -0.154 0.449 -0.342
C 2.372 -0.296 -0.197
C 1.071 0.544 1.846
C 1.022 0.174 0.405
N -1.252 1.153 0.185
N -0.452 0.223 -1.644
H -1.697 -3.682 0.479
H -3.125 1.581 -0.531
H -2.297 0.709 -2.816
H 2.198 -0.365 -1.255
H 2.700 -1.190 0.129
H 3.130 0.541 0.039
H 0.790 1.599 1.940
H 0.446 -0.090 2.357
H 2.177 0.625 2.112
H -1.554 1.297 1.121
H -0.090 -0.322 -2.379

***

Result of the stability comparison: entry 1 is the most stable of them.

***

Entry 1
A 2-piece molecular cluster, CH7NS2 overall. Source: the Open Molecules 2025 dataset; level of theory: ωB97M-V/def2-TZVPD.

Multiplicity = 1
Lowest unoccupied orbital energy = -0.2910 eV
SMILES = CN.SS
Highest occupied orbital energy = -9.04 eV

CARTESIAN COORDINATES (ANGSTROEM)
C 2.700 -0.263 -1.519
N 3.426 -0.297 -0.236
H 1.867 0.439 -1.474
H 3.271 0.231 -2.333
H 2.533 -1.226 -2.003
H 3.490 0.679 0.037
H 2.804 -0.731 0.445
S -1.879 -0.897 0.285
S -1.340 1.177 0.762
H -1.577 -0.480 -0.951
H -0.346 1.268 -0.187

***

Entry 2
A 2-piece molecular cluster, CH7NS2 overall. Source: the Open Molecules 2025 dataset; level of theory: ωB97M-V/def2-TZVPD.

Multiplicity = 1
Lowest unoccupied orbital energy = -0.8724 eV
SMILES = CN.SS
Highest occupied orbital energy = -8.56 eV

CARTESIAN COORDINATES (ANGSTROEM)
C 2.153 -0.108 -0.217
N 0.738 0.334 -0.340
H 2.793 0.251 -1.045
H 2.428 0.168 0.804
H 2.255 -1.208 -0.256
H 0.755 1.275 -0.744
H 0.412 -0.219 -1.133
S -4.004 0.711 0.706
S -2.152 -0.327 1.099
H -4.543 -0.406 0.234
H -0.836 -0.471 0.892

***

Result of the stability comparison: entry 1 is the most stable of them.

***

Entry 1
An isolated ion of composition C4H3N2 and charge +1. Source: the Open Molecules 2025 dataset; level of theory: ωB97M-V/def2-TZVPD.

Multiplicity = 1
Lowest unoccupied orbital energy = -6.5883 eV
Charge = +1
SMILES = C#C/C=N\C#[NH+]
Highest occupied orbital energy = -16.07 eV

CARTESIAN COORDINATES (ANGSTROEM)
C 0.603 0.972 1.572
C 0.829 0.074 0.790
C 1.012 -1.051 -0.085
N 0.103 -1.287 -1.001
C -0.796 -0.414 -1.076
N -1.523 0.443 -0.857
H 0.172 1.916 1.795
H 2.019 -1.632 0.027
H -2.418 0.980 -1.165

***

Entry 2
An isolated ion of composition C4H3N2 and charge +1. Source: the Open Molecules 2025 dataset; level of theory: ωB97M-V/def2-TZVPD.

Multiplicity = 1
Lowest unoccupied orbital energy = -6.2487 eV
Charge = +1
SMILES = C#CN=C=[N+]=C
Highest occupied orbital energy = -14.99 eV

CARTESIAN COORDINATES (ANGSTROEM)
C -2.904 -1.192 -0.237
C -2.094 -1.102 0.711
N -1.037 -0.147 0.665
C -0.034 0.076 0.256
N 1.284 0.680 -0.410
C 2.440 0.986 -0.281
H -3.853 -1.523 -0.274
H 3.212 0.746 -0.992
H 2.984 1.477 0.561

***

Result of the stability comparison: entry 1 is the most stable of them.

***

Entry 1
An isolated ion of composition C4H3N2 and charge +1. Source: the Open Molecules 2025 dataset; level of theory: ωB97M-V/def2-TZVPD.

Multiplicity = 1
Lowest unoccupied orbital energy = -6.9009 eV
Charge = +1
SMILES = C#C/C=N\C#[NH+]
Highest occupied orbital energy = -15.86 eV

CARTESIAN COORDINATES (ANGSTROEM)
C -1.299 -1.237 1.357
C -1.262 -0.194 0.717
C -1.034 0.860 -0.194
N 0.174 0.997 -0.583
C 1.284 0.538 -0.535
N 2.291 -0.061 -0.690
H -1.294 -2.203 1.785
H -1.906 1.327 -0.502
H 3.044 -0.027 -1.354

***

Entry 2
An isolated ion of composition C4H3N2 and charge +1. Source: the Open Molecules 2025 dataset; level of theory: ωB97M-V/def2-TZVPD.

Multiplicity = 1
Lowest unoccupied orbital energy = -6.4598 eV
Charge = +1
SMILES = C=C=[N+]=c1cn1
Highest occupied orbital energy = -15.73 eV

CARTESIAN COORDINATES (ANGSTROEM)
C 0.802 -0.395 0.591
C 0.454 -0.871 -0.497
N 0.298 -1.404 -1.610
C -0.471 -0.781 -2.371
C -1.544 0.114 -2.109
N -1.435 -0.420 -3.282
H 0.196 -0.255 1.530
H 1.863 -0.047 0.516
H -2.016 0.955 -1.765

***

Result of the stability comparison: entry 1 is the most stable of them.

***

Entry 1
A 2-piece molecular cluster, CH2I2O overall. Source: the Open Molecules 2025 dataset; level of theory: ωB97M-V/def2-TZVPD.

Multiplicity = 1
Lowest unoccupied orbital energy = 0.3737 eV
SMILES = O=CI.I
Highest occupied orbital energy = -10.14 eV

CARTESIAN COORDINATES (ANGSTROEM)
O 1.148 -1.372 -1.219
C 1.256 -0.982 -0.116
I 2.148 0.855 0.356
H 0.921 -1.565 0.665
I -3.112 0.919 0.464
H -2.361 2.146 -0.149

***

Entry 2
CH2I2O as an isolated structure. Source: the Open Molecules 2025 dataset; level of theory: ωB97M-V/def2-TZVPD.

Multiplicity = 1
Lowest unoccupied orbital energy (spin up / spin down) = -1.5743 / -1.5774 eV
Highest occupied orbital energy (spin up / spin down) = -9.29 / -9.05 eV

CARTESIAN COORDINATES (ANGSTROEM)
C 0.628 -0.115 0.427
O -1.000 0.152 -1.251
I 0.236 -2.165 0.625
I 0.150 1.080 1.918
H 1.132 0.026 -0.508
H -1.146 1.022 -1.211

***

Result of the stability comparison: entry 1 is the most stable of them.

***

Entry 1
A 2-piece molecular cluster, C5H8N2O3 overall. Source: the Open Molecules 2025 dataset; level of theory: ωB97M-V/def2-TZVPD.

Multiplicity = 1
Lowest unoccupied orbital energy = 0.4104 eV
SMILES = N#C[C@H]1CNCC(=O)O1.O
Highest occupied orbital energy = -10.00 eV

CARTESIAN COORDINATES (ANGSTROEM)
N 4.142 -2.193 -2.244
C 3.389 -1.776 -3.015
C 2.308 -1.212 -3.864
C 1.025 -2.059 -3.799
N 0.307 -1.908 -2.560
C -0.046 -0.533 -2.301
C 1.053 0.492 -2.462
O 1.350 1.387 -1.720
O 2.079 0.144 -3.485
H 2.687 -1.205 -4.896
H 1.284 -3.113 -3.959
H 0.371 -1.737 -4.624
H 0.832 -2.285 -1.771
H -0.423 -0.431 -1.279
H -0.875 -0.248 -2.970
O -2.184 1.636 0.142
H -2.641 0.862 -0.490
H -1.230 1.644 0.263

***

Entry 2
A 2-piece molecular cluster, C5H8N2O3 overall. Source: the Open Molecules 2025 dataset; level of theory: ωB97M-V/def2-TZVPD.

Multiplicity = 1
Lowest unoccupied orbital energy = 0.5079 eV
SMILES = N[C@]12C[C@H]1C(=O)NC2=O.O
Highest occupied orbital energy = -9.82 eV

CARTESIAN COORDINATES (ANGSTROEM)
N 2.633 -2.960 0.161
C 1.467 -2.162 0.061
C 0.726 -2.091 -1.246
C 1.430 -0.865 -0.717
C 0.546 0.064 0.049
O 0.355 1.244 -0.141
N 0.028 -0.659 1.127
C 0.572 -1.924 1.259
O 0.374 -2.676 2.186
H 3.261 -2.631 0.888
H 2.409 -3.934 0.342
H 1.218 -2.593 -2.079
H -0.366 -2.109 -1.249
H 2.304 -0.467 -1.228
H -0.596 -0.249 1.813
O -2.904 -1.006 -0.932
H -2.999 -1.788 -0.366
H -3.027 -1.331 -1.828

***

Result of the stability comparison: entry 2 is the most stable of them.

***

Entry 1
The molecule C4H4ClF. Source: the Open Molecules 2025 dataset; level of theory: ωB97M-V/def2-TZVPD.

Multiplicity = 1
Lowest unoccupied orbital energy = 0.3895 eV
SMILES = C=C/C=C(/F)Cl
Highest occupied orbital energy = -8.75 eV

CARTESIAN COORDINATES (ANGSTROEM)
C 3.042 -0.215 0.053
C 1.711 -0.601 -0.053
C 0.781 0.524 -0.058
C -0.583 0.495 -0.122
F -1.117 1.646 0.059
Cl -1.763 -0.911 0.014
H 4.006 -0.845 0.090
H 3.402 0.743 -0.134
H 1.422 -1.799 0.175
H 1.486 1.365 0.188

***

Entry 2
C4H4ClF as an isolated structure. Source: the Open Molecules 2025 dataset; level of theory: ωB97M-V/def2-TZVPD.

Multiplicity = 1
Lowest unoccupied orbital energy = 0.6279 eV
Highest occupied orbital energy = -8.90 eV

CARTESIAN COORDINATES (ANGSTROEM)
C 0.837 -1.034 -1.240
C 0.701 -0.223 -0.142
C -0.489 0.760 0.009
C -0.808 0.864 1.299
H -0.012 -0.948 -2.131
H 1.450 -0.633 0.686
H -0.619 1.289 -0.963
H -0.631 0.034 2.380
F 1.768 -1.949 -1.466
Cl -2.198 1.838 1.569

***

Result of the stability comparison: entry 1 is the most stable of them.

***

Entry 1
The molecule C17H33NO2. Source: the Open Molecules 2025 dataset; level of theory: ωB97M-V/def2-TZVPD.

Multiplicity = 1
Lowest unoccupied orbital energy = 0.8957 eV
SMILES = COC(=O)CCCCCCCCCCN1CCCCC1
Highest occupied orbital energy = -8.22 eV

CARTESIAN COORDINATES (ANGSTROEM)
C 6.281 2.622 0.876
O 5.471 1.680 1.562
C 5.172 0.558 0.892
O 5.566 0.328 -0.221
C 4.290 -0.350 1.715
C 2.901 0.267 1.921
C 2.201 0.638 0.613
C 1.995 -0.549 -0.326
C 1.100 -0.175 -1.505
C 0.904 -1.321 -2.501
C 0.057 -2.494 -1.989
C -1.428 -2.415 -2.352
C -2.211 -1.264 -1.721
C -2.285 -1.368 -0.189
N -3.075 -0.363 0.491
C -2.553 0.985 0.399
C -3.230 1.864 1.448
C -4.738 1.867 1.229
C -5.246 0.429 1.235
C -4.491 -0.391 0.191
H 5.777 2.970 -0.029
H 6.440 3.448 1.565
H 7.233 2.169 0.593
H 4.762 -0.498 2.688
H 4.215 -1.308 1.203
H 2.285 -0.448 2.471
H 3.005 1.165 2.533
H 2.778 1.407 0.095
H 1.227 1.072 0.860
H 2.961 -0.884 -0.708
H 1.548 -1.373 0.236
H 1.562 0.663 -2.034
H 0.136 0.167 -1.129
H 1.894 -1.692 -2.777
H 0.444 -0.926 -3.410
H 0.443 -3.416 -2.432
H 0.166 -2.593 -0.910
H -1.515 -2.336 -3.439
H -1.902 -3.356 -2.056
H -1.764 -0.312 -2.010
H -3.227 -1.286 -2.122
H -2.705 -2.344 0.078
H -1.278 -1.312 0.232
H -1.476 0.951 0.585
H -2.717 1.428 -0.600
H -3.009 1.461 2.438
H -2.830 2.879 1.390
H -5.235 2.449 2.007
H -4.966 2.330 0.265
H -5.076 -0.011 2.218
H -6.317 0.399 1.022
H -4.829 -1.430 0.217
H -4.713 0.019 -0.812

***

Entry 2
The molecule C17H33NO2. Source: the Open Molecules 2025 dataset; level of theory: ωB97M-V/def2-TZVPD.

Multiplicity = 1
Lowest unoccupied orbital energy = 0.8859 eV
SMILES = COC(=O)CCCCCCCCCCN1CCCCC1
Highest occupied orbital energy = -8.24 eV

CARTESIAN COORDINATES (ANGSTROEM)
C -6.712 -2.291 0.167
O -6.256 -1.047 0.678
C -6.700 0.052 0.050
O -7.450 0.019 -0.889
C -6.127 1.302 0.673
C -5.225 2.031 -0.331
C -4.078 1.167 -0.856
C -3.129 0.679 0.237
C -1.908 -0.025 -0.350
C -0.972 -0.539 0.742
C 0.203 -1.359 0.205
C 1.205 -0.573 -0.644
C 2.007 0.470 0.137
C 3.061 -0.129 1.096
N 4.435 -0.132 0.641
C 4.686 -0.938 -0.536
C 6.189 -1.159 -0.695
C 6.904 0.183 -0.810
C 6.553 1.037 0.403
C 5.037 1.179 0.515
H -6.270 -3.060 0.795
H -7.802 -2.341 0.209
H -6.396 -2.414 -0.871
H -5.576 1.033 1.572
H -6.958 1.957 0.943
H -5.839 2.349 -1.176
H -4.819 2.924 0.151
H -3.511 1.757 -1.580
H -4.490 0.307 -1.388
H -2.800 1.531 0.837
H -3.653 -0.015 0.896
H -1.374 0.672 -0.999
H -2.238 -0.866 -0.966
H -1.547 -1.174 1.421
H -0.601 0.304 1.326
H 0.726 -1.807 1.053
H -0.194 -2.176 -0.402
H 1.896 -1.283 -1.103
H 0.671 -0.074 -1.454
H 2.516 1.123 -0.575
H 1.320 1.099 0.704
H 3.050 0.426 2.039
H 2.801 -1.166 1.324
H 4.186 -1.901 -0.405
H 4.294 -0.465 -1.455
H 6.560 -1.691 0.182
H 6.378 -1.772 -1.578
H 7.984 0.035 -0.873
H 6.580 0.692 -1.722
H 6.929 0.555 1.306
H 7.009 2.026 0.322
H 4.782 1.761 1.405
H 4.666 1.729 -0.370

***

Result of the stability comparison: entry 1 is the most stable of them.